Version 1
ORCA calculation (ωB97M-V with the def2-TZVPD basis set) on a single C2H4P2 molecule.

Positions of all 8 atoms, in Å:
C: -2.32 0.68 0.30
C: -1.35 -0.03 0.17
P: 0.11 -0.98 0.31
P: 1.78 0.46 0.38
H: -2.97 1.47 0.54
H: 0.17 -1.41 -1.09
H: 2.02 0.43 -0.94
H: 2.56 -0.63 0.34

As for the total charge: 0. Its spin multiplicity is 1. The HOMO energy is -0.32975 hartree. The SMILES is C#C[PH]#[PH2]. Its molar mass is 90.0 u.


Version 2
ORCA calculation (ωB97M-V with the def2-TZVPD basis set) on a single C2H4P2 molecule.

Positions of all 8 atoms, in Å:
H: 2.93 -1.30 -0.06
P: 2.76 0.09 0.10
C: 1.12 0.15 -0.26
P: 0.29 1.72 -0.07
C: -1.24 1.12 0.19
H: 0.53 -0.73 -0.51
H: -2.07 1.79 0.39
H: -1.48 0.07 0.18

As for the total charge: 0. Its spin multiplicity is 1. The HOMO energy is -0.32947 hartree. The SMILES is [H]/P=C/P=C. Its molar mass is 90.0 u.


Taking the most stable structure as the zero point, the relative energies in kcal/mol are version 1 15.2; version 2 0.0.